C25H44BBrO14 | ωB97M-V/def2-TZVPD

- HOMO energy: -0.331 Eh
- Structure (SMILES): C[C@H](O)CB(Br)C[C@@H](C)OCc1ccccc1.COC(=O)OC.COC(=O)OC.COC(=O)OC.COC(=O)OC
- Max |F|: 3.301 eV/A
- 2S+1: 1
- Total charge: 0
- HOMO-LUMO gap: 9.52 eV
- Energy: -126021.15976 eV

XYZ file:
```
85
Properties=species:S:1:pos:R:3:mulliken_charge:R:1
C 0.862 -3.501 -0.015 -0.770
C -0.724 -3.427 -0.191 -0.101
O -1.310 -4.706 -0.396 -0.567
C -1.014 -2.437 -1.419 0.205
B -0.629 -3.053 -2.849 0.122
Br -1.549 -4.627 -3.664 -0.216
C 0.537 -2.380 -3.727 0.073
C 1.981 -2.999 -3.516 0.495
C 2.735 -3.132 -4.915 -1.483
O 2.775 -2.357 -2.513 -0.401
C 3.052 -0.983 -2.814 -0.977
C 2.349 -0.136 -1.677 0.934
C 1.214 0.747 -1.914 -0.441
C 0.649 1.421 -0.734 -0.329
C 1.187 1.224 0.662 -0.394
C 2.349 0.353 0.825 -0.533
C 2.926 -0.330 -0.325 -0.569
H 1.161 -3.705 1.044 0.377
H 1.259 -2.503 -0.322 0.019
H 1.285 -4.331 -0.645 0.226
H -1.120 -2.923 0.726 0.357
H -0.645 -5.358 -0.671 0.361
H -2.119 -2.177 -1.421 0.160
H -0.492 -1.450 -1.241 -0.196
H 0.267 -2.566 -4.811 0.258
H 0.473 -1.272 -3.581 -0.226
H 1.839 -4.065 -3.167 0.127
H 3.800 -3.461 -4.738 0.343
H 2.681 -2.197 -5.525 0.332
H 2.247 -4.014 -5.424 0.407
H 4.148 -0.736 -2.807 0.444
H 2.655 -0.654 -3.808 0.301
H 0.791 0.894 -2.939 0.324
H -0.223 2.117 -0.841 0.372
H 0.763 1.694 1.579 0.398
H 2.790 0.168 1.830 0.380
H 3.802 -1.005 -0.185 0.324
C -2.191 1.483 1.172 -0.004
O -3.147 0.694 1.878 -0.370
C -3.866 -0.121 1.096 0.806
O -3.764 -0.226 -0.099 -0.551
O -4.717 -0.799 1.875 -0.359
C -5.553 -1.715 1.168 -0.578
H -1.669 2.106 1.897 0.269
H -1.451 0.865 0.666 -0.346
H -2.696 2.138 0.460 0.326
H -4.954 -2.477 0.667 0.252
H -6.181 -1.187 0.449 0.288
H -6.196 -2.204 1.898 0.228
C 3.353 5.140 4.686 -0.691
O 2.200 5.328 5.507 -0.291
C 1.135 4.607 5.136 0.811
O 1.085 3.848 4.202 -0.559
O 0.139 4.879 5.984 -0.253
C -1.075 4.179 5.710 -0.687
H 4.146 5.772 5.082 0.226
H 3.686 4.102 4.722 0.296
H 3.147 5.443 3.659 0.314
H -0.924 3.101 5.786 0.328
H -1.460 4.446 4.725 0.286
H -1.804 4.480 6.460 0.219
C -3.071 10.317 5.978 -0.618
O -1.669 10.355 6.240 -0.341
C -1.049 9.179 6.083 0.760
O -1.570 8.144 5.752 -0.542
O 0.248 9.354 6.357 -0.329
C 1.037 8.170 6.229 -0.541
H -3.462 11.321 6.137 0.218
H -3.261 10.030 4.943 0.287
H -3.573 9.636 6.665 0.292
H 1.010 7.798 5.205 0.249
H 0.699 7.404 6.926 0.294
H 2.066 8.430 6.475 0.266
C -0.157 -7.221 -4.652 -0.594
O 0.767 -7.722 -5.621 -0.343
C 0.217 -8.013 -6.804 0.746
O -0.944 -7.888 -7.095 -0.546
O 1.185 -8.468 -7.611 -0.326
C 0.738 -8.820 -8.919 -0.625
H 0.397 -7.021 -3.736 0.303
H -0.606 -6.289 -4.994 0.121
H -0.927 -7.963 -4.435 0.374
H 0.324 -7.951 -9.432 0.290
H 0.003 -9.625 -8.872 0.289
H 1.603 -9.173 -9.479 0.219
```